Molecular formula: C40H76O20
Method: DFT, the ωB97M-V functional and the def2-TZVPD basis

Each atom is followed by the atoms it is bonded to, with distances in Å.
Element x y z (Å)
1 C 0.565 4.651 3.960  C88 1.460, H126 1.090, C129 1.561, H130 1.090
2 H -4.179 -4.361 0.659  C55 1.090
3 O 2.593 -0.646 -6.003  C68 1.435, C110 1.421
4 H -3.446 2.322 0.995  C71 1.090
5 O 0.474 -0.691 -3.597  C31 1.513, C72 1.375
6 H 3.057 -0.078 -7.967  C68 1.090
7 C -3.228 -0.860 -2.683  H23 1.090, C27 1.508, H49 1.090, O83 1.465
8 H -5.730 -4.919 1.173  C55 1.090
9 H -1.662 1.001 0.167  C62 1.090
10 H -4.907 1.126 -3.060  C41 1.090
11 C 1.488 -5.996 0.485  H61 1.090, O98 1.458, C106 1.503, H136 1.090
12 H 4.087 -0.936 1.300  C54 1.090
13 H -0.434 0.981 6.157  C87 1.090
14 H -2.963 -2.911 -5.431  C85 1.090
15 H -1.777 -2.270 -3.361  C27 1.090
16 C 0.460 0.343 0.117  H29 1.090, C34 1.525, H38 1.090, C62 1.500
17 H 0.844 -1.268 -1.206  C34 1.090
18 C 4.822 2.729 -3.617  C52 1.574, H76 1.090, H116 1.090, O124 1.426
19 H -1.171 -5.051 1.749  C37 1.090
20 H -3.940 -2.964 2.787  C86 1.090
21 H 5.464 1.615 -5.307  C52 1.090
22 H -0.144 3.657 2.030  C129 1.090
23 H -4.165 -0.894 -2.128  C7 1.090
24 O -1.831 5.978 0.142  C45 1.245
25 O 3.771 1.158 1.645  C54 1.433, C119 1.351
26 H 3.932 0.664 4.860  C74 1.090
27 C -2.742 -2.277 -2.854  C7 1.508, H15 1.090, H39 1.090, O40 1.458
28 H 5.849 0.246 3.366  C135 1.090
29 H 0.628 0.853 -0.832  C16 1.090
30 C -5.816 -2.805 0.676  C55 1.534, H75 1.090, H94 1.090, O108 1.401
31 C 1.981 -0.812 -3.569  O5 1.513, H53 1.090, H89 1.090, C110 1.553
32 H 1.597 -1.466 0.360  C34 1.090
33 C -1.471 -0.976 0.676  C62 1.529, O70 1.309, O81 1.217
34 C 0.681 -1.144 -0.136  C16 1.525, H17 1.090, H32 1.090, O70 1.443
35 O 2.559 2.346 3.052  C119 1.195
36 H 3.870 -0.524 -4.486  C110 1.090
37 C -0.782 -5.105 0.733  H19 1.090, C106 1.556, C114 1.558, H131 1.090
38 H 1.226 0.596 0.850  C16 1.090
39 H -2.543 -2.643 -1.847  C27 1.090
40 O -3.693 -3.179 -3.493  C27 1.458, C85 1.426
41 C -4.007 1.251 -3.662  H10 1.090, H57 1.090, O83 1.412, H103 1.090
42 O 1.206 -0.236 6.021  C48 1.425, C87 1.365
43 H -1.946 3.409 -0.616  C127 1.090
44 O -0.176 -1.328 3.777  C101 1.408, C121 1.458
45 C -2.755 5.145 0.190  O24 1.245, O80 1.375, C127 1.525
46 H 6.752 2.764 -4.792  C52 1.090
47 H 0.268 0.712 3.831  C121 1.090
48 C 1.661 -0.248 7.371  O42 1.425, H60 1.090, H125 1.090, H134 1.090
49 H -2.613 -0.382 -1.921  C7 1.090
50 C -1.209 3.332 4.614  O77 1.273, C88 1.506, O93 1.207
51 H -4.594 2.393 -0.142  C71 1.090
52 C 5.681 2.614 -4.931  C18 1.574, H21 1.090, H46 1.090, O69 1.433
53 H 2.310 -0.543 -2.566  C31 1.090
54 C 4.575 -0.028 1.656  H12 1.090, O25 1.433, H100 1.090, C135 1.525
55 C -5.076 -4.047 1.191  H2 1.090, H8 1.090, C30 1.534, C86 1.484
56 H -1.166 -2.562 5.071  C101 1.090
57 H -4.399 1.744 -4.552  C41 1.090
58 H -0.746 0.782 1.748  C62 1.090
59 H -4.623 -4.454 3.296  C86 1.090
60 H 2.705 -0.564 7.380  C48 1.090
61 H 2.299 -5.889 -0.235  C11 1.090
62 C -0.908 0.445 0.725  H9 1.090, C16 1.500, C33 1.529, H58 1.090
63 H 0.458 1.368 -3.371  C72 1.090
64 H -4.872 3.819 2.167  C128 1.090
65 H 1.046 -4.131 1.617  C106 1.090
66 C 4.310 1.631 -1.580  H79 1.090, H90 1.090, O124 1.430, H133 1.090
67 H -0.892 -3.197 3.415  C101 1.090
68 C 3.468 -0.027 -6.958  O3 1.435, H6 1.090, H112 1.090, H113 1.090
69 O 5.237 3.598 -5.874  C52 1.433, C105 1.433
70 O -0.474 -1.790 0.439  C33 1.309, C34 1.443
71 C -3.894 3.072 0.344  H4 1.090, H51 1.090, C127 1.518, C128 1.543
72 C 0.080 0.563 -4.001  O5 1.375, H63 1.090, H102 1.090, H118 1.090
73 H -0.762 -0.739 6.305  C87 1.090
74 C 3.659 0.299 3.869  H26 1.090, H91 1.090, C119 1.532, C135 1.538
75 H -5.067 -2.109 0.297  C30 1.090
76 H 5.058 3.630 -3.051  C18 1.090
77 O -1.502 3.786 3.462  C50 1.273, C129 1.408
78 H 2.750 0.904 -4.639  C110 1.090
79 H 4.634 0.827 -0.919  C66 1.090
80 O -3.747 5.290 1.132  C45 1.375, C128 1.434
81 O -2.609 -1.390 0.802  C33 1.217
82 H -5.536 4.517 0.681  C128 1.090
83 O -3.418 -0.017 -3.866  C7 1.465, C41 1.412
84 H -4.395 -1.973 -5.131  C85 1.090
85 C -3.902 -2.911 -4.877  H14 1.090, O40 1.426, H84 1.090, H132 1.090
86 C -4.771 -3.640 2.585  H20 1.090, C55 1.484, H59 1.090, C123 1.557
87 C -0.124 -0.005 5.813  H13 1.090, O42 1.365, H73 1.090, C121 1.520
88 C 0.209 3.677 4.987  C1 1.460, C50 1.506, H107 1.090, H120 1.090
89 H 2.192 -1.881 -3.531  C31 1.090
90 H 3.258 1.465 -1.816  C66 1.090
91 H 2.854 -0.435 3.916  C74 1.090
92 H -1.460 0.227 4.169  C121 1.090
93 O -1.962 2.670 5.287  C50 1.207
94 H -6.440 -3.148 -0.150  C30 1.090
95 H 5.818 2.294 -7.373  C105 1.090
96 H -2.089 -1.920 3.631  C101 1.090
97 H 5.047 -1.292 3.348  C135 1.090
98 O 0.546 -6.918 -0.139  C11 1.458, C114 1.363
99 H 7.018 3.525 -7.114  C105 1.090
100 H 5.479 0.054 1.053  C54 1.090
101 C -1.148 -2.320 4.009  O44 1.408, H56 1.090, H67 1.090, H96 1.090
102 H -1.009 0.564 -3.974  C72 1.090
103 H -3.332 1.895 -3.098  C41 1.090
104 O -6.641 -2.715 3.988  C123 1.237
105 C 5.944 3.340 -7.093  O69 1.433, H95 1.090, H99 1.090, H111 1.090
106 C 0.728 -4.730 0.763  C11 1.503, C37 1.556, H65 1.090, H117 1.090
107 H 0.292 4.219 5.929  C88 1.090
108 O -6.584 -2.284 1.725  C30 1.401, C123 1.396
109 O -1.677 -7.139 -0.300  C114 1.186
110 C 2.855 -0.180 -4.687  O3 1.421, C31 1.553, H36 1.090, H78 1.090
111 H 5.540 4.068 -7.796  C105 1.090
112 H 4.408 -0.578 -6.979  C68 1.090
113 H 3.703 1.025 -6.800  C68 1.090
114 C -0.739 -6.511 0.063  C37 1.558, O98 1.363, O109 1.186
115 H -0.731 5.295 2.253  C129 1.090
116 H 3.764 2.667 -3.871  C18 1.090
117 H 0.928 -4.122 -0.118  C106 1.090
118 H 0.367 0.841 -5.016  C72 1.090
119 C 3.244 1.383 2.869  O25 1.351, O35 1.195, C74 1.532
120 H 0.772 2.746 4.915  C88 1.090
121 C -0.403 0.006 4.319  O44 1.458, H47 1.090, C87 1.520, H92 1.090
122 H -3.371 4.110 -1.533  C127 1.090
123 C -6.064 -2.831 2.899  C86 1.557, O104 1.237, O108 1.396
124 O 5.140 1.648 -2.744  C18 1.426, C66 1.430
125 H 1.600 0.662 7.968  C48 1.090
126 H 0.554 5.659 4.374  C1 1.090
127 C -2.948 3.835 -0.566  H43 1.090, C45 1.525, C71 1.518, H122 1.090
128 C -4.626 4.158 1.161  H64 1.090, C71 1.543, O80 1.434, H82 1.090
129 C -0.428 4.392 2.784  C1 1.561, H22 1.090, O77 1.408, H115 1.090
130 H 1.580 4.626 3.565  C1 1.090
131 H -1.327 -4.353 0.162  C37 1.090
132 H -4.512 -3.702 -5.313  C85 1.090
133 H 4.313 2.546 -0.987  C66 1.090
134 H 1.174 -1.081 7.877  C48 1.090
135 C 4.899 -0.234 3.132  H28 1.090, C54 1.525, C74 1.538, H97 1.090
136 H 1.969 -6.395 1.378  C11 1.090

Calculated values
HOMO level = -0.35522 Eh
SMILES = O=C1CCCO1.O=C1CCCO1.O=C1CCCO1.O=C1CCCO1.O=C1CCCO1.O=C1CCCO1.COCCOC.COCCOC.COCCOC.COCCOC
Max |F| = 3.7 eV Å⁻¹
Relative energy (zero: lowest compared OMol25 entry of this formula, charge and spin) = 697.4 kJ/mol